Molecular formula: C5H15BBr4Na3O
Method: DFT, ωB97M-V/def2-TZVPD

Element x y z (Å)
Na: 2.890 3.418 -0.385
Na: -0.292 4.794 -0.185
Na: 0.133 2.582 -2.907
B: 3.184 2.556 -2.839
H: 3.255 1.683 -2.092
H: 2.946 2.200 -3.923
H: 2.354 3.263 -2.485
H: 4.153 3.203 -2.905
C: -0.377 1.426 -0.247
O: 0.595 2.412 -0.406
H: -0.582 0.889 -1.194
H: -0.014 0.611 0.399
H: -1.386 1.604 0.167
Br: -2.840 -1.644 -0.192
C: -3.615 -0.553 1.226
C: -2.728 -0.323 2.431
Br: -3.736 0.452 3.918
H: -4.545 -1.019 1.543
H: -3.864 0.396 0.756
H: -1.898 0.322 2.151
H: -2.325 -1.276 2.771
Br: 0.577 -2.459 -1.406
C: 0.538 -2.857 0.540
C: 1.482 -3.987 0.874
Br: 3.366 -3.558 0.645
H: -0.501 -3.147 0.677
H: 0.642 -1.891 1.025
H: 1.301 -4.777 0.153
H: 1.285 -4.319 1.889

Calculated values
ΔE to the lowest compared entry with this formula, charge and spin ... 0.0000 eV
Frontier orbital gap ... 6.566 eV
Net charge ... +1
Multiplicity ... 1


Molecular formula: C5H15BSi
Method: DFT, ωB97M-V/def2-TZVPD

Element x y z (Å)
B: 1.243 0.404 -1.355
C: 1.660 1.924 -1.249
C: 0.941 -0.054 -2.842
C: -2.521 -0.425 2.646
C: 1.281 -0.699 -0.292
C: -0.683 -0.100 0.411
Si: -0.846 -1.113 1.992
H: 1.943 2.381 -0.267
H: 0.883 2.517 -1.650
H: 2.556 2.020 -1.740
H: 1.812 -0.567 -3.281
H: 0.951 0.700 -3.548
H: 0.241 -0.768 -2.945
H: -2.501 -0.390 3.668
H: -2.746 0.435 2.228
H: -3.315 -1.018 2.309
H: 0.983 -1.620 -0.505
H: 1.779 -0.633 0.602
H: -0.689 0.930 0.314
H: -1.227 -0.369 -0.579
H: -1.112 -2.595 1.779
H: 0.192 -0.813 2.912

Calculated values
ΔE to the lowest compared entry with this formula, charge and spin ... 2.5265 eV
Frontier orbital gap ... 9.796 eV
Multiplicity ... 1


Molecular formula: C5H15N2
Method: DFT, ωB97M-V/def2-TZVPD

Element x y z (Å)
C: 0.850 -1.548 0.694
C: 2.943 0.036 1.111
C: -1.890 0.405 0.526
C: -2.136 0.651 -2.038
C: 1.588 -0.288 0.630
N: 0.932 0.643 0.146
N: -1.446 0.083 -0.905
H: 0.070 -1.666 0.012
H: 1.607 -2.434 0.585
H: 0.390 -1.753 1.705
H: 3.247 -0.793 1.754
H: 3.595 0.118 0.218
H: 3.071 0.999 1.567
H: -2.803 -0.177 0.847
H: -0.938 0.380 1.034
H: -2.180 1.491 0.624
H: -1.525 0.571 -3.024
H: -3.126 0.363 -2.318
H: -2.239 1.717 -1.795
H: 1.357 1.639 0.193
H: 0.026 0.491 -0.564
H: -1.392 -0.929 -1.002

Calculated values
ΔE to the lowest compared entry with this formula, charge and spin ... 1.9009 eV
Frontier orbital gap ... 10.355 eV
Net charge ... +1
Multiplicity ... 1


Molecular formula: C5H15N2
Method: DFT, ωB97M-V/def2-TZVPD

Element x y z (Å)
C: 2.512 -0.538 0.633
C: 1.722 0.623 0.119
C: 1.887 1.183 -1.072
N: 0.678 1.060 1.000
H: 1.866 -1.386 0.881
H: 3.050 -0.265 1.542
H: 3.241 -0.867 -0.102
H: 1.308 2.043 -1.383
H: 2.647 0.833 -1.753
H: 0.895 0.840 1.966
H: 0.541 2.064 0.940
C: -2.701 0.427 -0.277
N: -1.370 -0.220 -0.420
C: -1.381 -1.672 -0.108
H: -2.616 1.479 -0.533
H: -3.414 -0.064 -0.933
H: -3.030 0.319 0.754
H: -0.661 0.274 0.202
H: -1.033 -0.083 -1.373
H: -1.689 -1.799 0.927
H: -0.378 -2.067 -0.236
H: -2.072 -2.180 -0.773

Calculated values
ΔE to the lowest compared entry with this formula, charge and spin ... 0.5183 eV
Frontier orbital gap ... 9.911 eV
Net charge ... +1
Multiplicity ... 1


Molecular formula: C5H15N2
Method: DFT, ωB97M-V/def2-TZVPD

Element x y z (Å)
N: -0.553 -1.380 -0.940
C: 0.051 -2.007 -1.904
N: 1.314 -1.839 -2.232
H: -0.146 -0.734 -0.270
H: -1.462 -1.738 -0.670
H: -0.499 -2.795 -2.404
H: 1.663 -2.376 -3.005
H: 1.919 -1.228 -1.706
C: 1.319 0.034 1.391
C: 0.323 1.141 1.773
C: -0.792 1.341 0.728
C: -1.697 2.534 1.001
H: 0.976 -0.998 1.507
H: 2.168 0.081 2.076
H: 1.718 0.230 0.388
H: 0.863 2.083 1.853
H: -0.155 0.897 2.721
H: -1.428 0.446 0.723
H: -0.298 1.457 -0.244
H: -2.252 2.417 1.930
H: -2.396 2.682 0.178
H: -1.113 3.454 1.071

Calculated values
ΔE to the lowest compared entry with this formula, charge and spin ... 0.2686 eV
Frontier orbital gap ... 10.896 eV
Net charge ... +1
Multiplicity ... 1


Molecular formula: C5H15N2
Method: DFT, ωB97M-V/def2-TZVPD

Element x y z (Å)
C: 1.925 1.895 1.349
C: 0.873 0.763 1.408
C: 0.640 0.080 0.075
N: -0.090 1.030 -0.874
C: -0.322 -1.090 0.195
N: -0.688 -1.596 -1.103
C: -2.117 -1.753 -1.329
H: 1.982 2.301 0.340
H: 2.896 1.510 1.671
H: 1.744 2.706 2.052
H: 1.195 -0.046 2.030
H: -0.011 1.118 1.930
H: 1.554 -0.165 -0.456
H: -0.962 1.351 -0.464
H: -0.320 0.475 -1.718
H: 0.506 1.756 -1.268
H: -1.168 -0.822 0.837
H: 0.181 -1.862 0.787
H: -0.168 -2.410 -1.391
H: -2.620 -0.862 -0.952
H: -2.590 -2.560 -0.752
H: -2.441 -1.818 -2.367

Calculated values
ΔE to the lowest compared entry with this formula, charge and spin ... 0.7579 eV
Frontier orbital gap ... 10.112 eV
Net charge ... +1
Multiplicity ... 1
SMILES ... CC[C@H]([NH3+])CNC


Molecular formula: C5H15N2
Method: DFT, ωB97M-V/def2-TZVPD

Element x y z (Å)
C: -1.905 -0.991 -0.599
C: -0.714 -0.615 -1.447
N: -0.376 -1.755 -2.394
H: -2.005 -0.300 0.229
H: -2.830 -0.982 -1.171
H: -1.782 -1.974 -0.141
H: -0.928 0.252 -2.061
H: 0.174 -0.389 -0.860
H: -0.302 -2.620 -1.861
H: 0.517 -1.583 -2.862
H: -1.127 -1.881 -3.073
C: 2.360 -0.098 0.982
C: 1.290 0.945 0.811
C: 0.272 1.067 1.664
N: -0.660 2.103 1.685
H: 2.144 -0.733 1.838
H: 2.474 -0.724 0.092
H: 3.328 0.367 1.155
H: 1.445 1.746 0.096
H: 0.176 0.382 2.498
H: -1.566 1.856 2.063
H: -0.822 2.546 0.793

Calculated values
ΔE to the lowest compared entry with this formula, charge and spin ... 1.2405 eV
Frontier orbital gap ... 7.425 eV
Net charge ... +1
Multiplicity ... 1


Molecular formula: C5H15N2
Method: DFT, ωB97M-V/def2-TZVPD

Element x y z (Å)
C: 0.519 -1.051 1.142
C: -0.562 -0.577 0.186
C: -0.905 0.885 0.415
C: 0.116 2.044 -0.008
C: 0.627 1.786 -1.414
N: -0.108 -1.522 -2.493
N: 0.207 -1.202 2.574
H: 1.225 -1.870 0.843
H: 1.174 -0.126 1.133
H: 0.659 -2.113 -2.731
H: -1.467 -1.135 0.123
H: -0.956 1.009 1.509
H: -1.937 1.072 0.020
H: -0.493 2.977 0.005
H: 1.000 2.304 0.623
H: 1.675 2.195 -1.398
H: 0.659 0.714 -1.547
H: -0.786 -1.663 -3.219
H: 0.002 2.315 -2.148
H: -0.452 -1.722 -1.553
H: -0.671 -1.630 2.886
H: 0.903 -1.786 2.963

Calculated values
ΔE to the lowest compared entry with this formula, charge and spin ... 6.8383 eV
Frontier orbital gap (spin up / spin down) ... 5.577 / 4.354 eV
Net charge ... +2
Multiplicity ... 2


The records above yield strongest force on any atom values of 2.95 5.59 6.25 0.19 1.01 1.76 0.67 5.61 eV/Å, respectively.
The records above yield DFT total energy values of -301565.0216 -13978.9926 -8400.7756 -8402.1582 -8402.4079 -8401.9187 -8401.4361 -8383.4715 eV, respectively.